This record from the Open Molecules 2025 dataset describes a molecular structure, C38H53CaN4OP2S at a distorted geometry. The level of theory is ωB97M-V/def2-TZVPD.

Calculated values
LUMO energy, eV: -2.32
HOMO, hartree: -0.354
Total energy, hartree: -3532.47777

```
! RIJCOSX wB97M-V def2-TZVPD def2/J DEFGRID3
* xyz 1 1
C 2.0930 -1.2157 -1.9850
C -0.0262 -2.1833 -1.7742
C 2.4439 -2.1067 -2.9975
C 0.2794 -3.1238 -2.7543
C 1.5349 -3.0910 -3.3650
H 3.4301 -2.0295 -3.4512
H -0.4429 -3.9098 -2.9954
H 1.7873 -3.8312 -4.1196
N 0.8271 -1.1598 -1.4972
P 2.7883 0.2851 0.3184
P -2.5469 -0.9349 -0.8367
C 3.1260 -0.2265 -1.4458
H 4.1329 -0.6673 -1.5159
H 3.1510 0.6774 -2.0811
C -0.4597 1.6412 3.0341
O -0.5740 2.2544 3.9949
C -1.2459 -2.3627 -0.8792
H -1.8173 -3.2441 -1.2024
C -3.8520 -1.5483 0.4068
C -3.3410 -0.7511 -2.5476
C 3.6825 -1.0653 1.3002
C 3.5245 2.0260 0.4592
C -3.4715 -1.0004 1.7990
H -3.2595 0.0800 1.7613
H -4.3178 -1.1557 2.4878
H -2.5891 -1.5040 2.2116
C -5.2482 -1.0095 0.0511
H -5.2476 0.0805 -0.0739
H -5.6551 -1.4718 -0.8553
H -5.9292 -1.2557 0.8809
C -3.9063 -3.0802 0.4626
H -4.6371 -3.3693 1.2366
H -4.2356 -3.5287 -0.4824
H -2.9407 -3.5202 0.7431
C -4.1095 0.5972 -2.5357
H -3.5812 1.3623 -1.9443
H -4.1994 0.9738 -3.5663
H -5.1259 0.5037 -2.1280
C -2.2143 -0.6615 -3.5921
H -1.5177 0.1657 -3.3892
H -1.6374 -1.5961 -3.6480
H -2.6761 -0.4934 -4.5796
C -4.2603 -1.9425 -2.8968
H -4.1307 -2.8130 -2.2415
H -5.3204 -1.6497 -2.8942
H -4.0313 -2.2861 -3.9171
C 3.3175 2.5238 1.9038
H 3.6600 3.5689 1.9717
H 2.2573 2.4974 2.2023
H 3.8927 1.9427 2.6391
C 2.7738 2.9637 -0.5060
H 3.0020 2.7561 -1.5602
H 1.6834 2.9349 -0.3860
H 3.0967 3.9972 -0.3022
C 5.0054 2.0593 0.0829
H 5.3166 3.1129 0.0030
H 5.6505 1.6044 0.8429
H 5.2003 1.5812 -0.8874
C 3.1298 -2.4503 0.9063
H 3.8403 -3.2226 1.2501
H 2.1485 -2.6372 1.3680
H 3.0211 -2.5791 -0.1781
C 3.4120 -0.8501 2.8024
H 2.3339 -0.8459 3.0227
H 3.8670 -1.6796 3.3639
H 3.8463 0.0819 3.1845
C 5.1868 -1.0386 1.0125
H 5.4116 -1.1455 -0.0556
H 5.6707 -0.1350 1.3939
H 5.6551 -1.8865 1.5341
Ca -0.1113 0.3100 0.2187
N -0.3709 -1.5609 1.3423
C -0.6666 -2.5473 0.6126
C -0.4986 -3.9710 1.0940
C -0.3010 -4.1748 2.4678
C -0.5621 -5.0758 0.2318
C -0.3027 -5.4746 2.9879
H -0.1667 -3.2987 3.1091
C -0.5528 -6.3743 0.7508
H -0.6077 -4.9299 -0.8483
C -0.4464 -6.5784 2.1327
H -0.1870 -5.6344 4.0611
H -0.6187 -7.2255 0.0698
H -0.4554 -7.5942 2.5318
N 0.9414 1.4612 -3.5844
C 0.2518 2.3549 -2.8492
N -0.3725 2.1146 -1.6907
C -1.1277 3.2421 -1.3019
C -1.9256 3.3472 -0.1490
C -2.5205 4.5795 0.1425
C -2.3392 5.6794 -0.7112
C -1.5702 5.5732 -1.8788
C -0.9755 4.3500 -2.1635
S 0.0865 3.9673 -3.5108
H 1.3684 1.8079 -4.4388
H 1.0689 0.5088 -3.2683
H -2.0515 2.4650 0.4914
H -3.1297 4.6909 1.0425
H -2.8001 6.6337 -0.4650
H -1.4064 6.4090 -2.5585
*
```